ORCA calculation (ωB97M-V/def2-TZVPD) on one molecule with the formula C5H6N2O.

The geometry in XYZ format:
```
14
Properties=species:S:1:pos:R:3:forces:R:3
N -3.46757 -1.31859 -0.11911 -0.2 -0.4 -0.5
C -3.08452 -0.24746 -0.26098 -0.6 -1.9 0.3
C -2.50852 1.00228 -0.06251 2.6 -0.2 5.0
C -0.89368 0.98362 0.06933 -3.8 1.5 -1.7
C -0.09228 -0.01259 0.10737 -0.5 -2.4 2.1
C 1.33938 -0.07736 0.00551 0.7 1.3 -0.8
N 1.70802 -1.38661 -0.10476 4.0 2.7 0.5
O 2.09333 0.90031 -0.00638 -0.5 -1.5 0.2
H -2.46170 1.66940 -0.78937 -1.3 2.6 -3.7
H -3.01420 1.47960 0.83453 0.7 -0.4 -0.9
H -0.68462 1.85891 -0.47895 1.5 1.4 0.3
H -0.44480 -0.95482 0.51752 -0.7 -0.1 -0.2
H 1.01814 -2.04696 -0.39102 0.5 -0.7 -0.3
H 2.78049 -1.28221 -0.20257 -2.3 -1.8 -0.3
```
Forces are in eV/Å.

Output
- Kohn-Sham gap: 0.387 Eh
- E_tot: -10307.65345 eV
- Spin multiplicity: 1
- Lowest unoccupied orbital energy: 0.33 eV
- Energy relative to the best compared isomer or geometry (same formula, charge and spin): 45.0 kcal/mol



ORCA calculation (ωB97M-V/def2-TZVPD) on one molecule with the formula C5H6N2O.

The geometry in XYZ format:
```
14
Properties=species:S:1:pos:R:3:forces:R:3
C 1.55772 -1.77114 -1.15856 -1.3 -1.8 0.2
C 0.60468 -0.73020 -0.61196 0.2 -1.0 -3.1
N 0.62654 -0.23643 0.52540 2.1 0.8 2.8
C -0.26511 0.80323 0.58292 -1.2 -0.3 0.7
C -0.55720 1.24913 1.85661 -1.2 -0.2 -1.8
O -1.64870 2.10812 2.03102 1.8 -1.0 1.2
C -0.94747 0.81404 -0.75856 -0.1 -2.1 0.2
N -0.44225 -0.24239 -1.47097 -1.0 3.4 1.7
H 2.02896 -1.47961 -2.09027 0.1 0.6 0.0
H 0.79989 -2.56858 -1.53817 1.7 0.6 0.9
H 2.38224 -2.15951 -0.44819 -1.8 0.6 -1.0
H 0.07013 0.75372 2.71839 -1.7 1.7 -1.4
H -2.28608 2.05208 1.30397 0.6 -0.2 0.0
H -1.92335 1.40754 -0.94162 2.0 -1.2 -0.4
```
Forces are in eV/Å.

Output
- Kohn-Sham gap: 0.314 Eh
- E_tot: -10307.57676 eV
- Spin multiplicity: 1
- Lowest unoccupied orbital energy: -0.61 eV
- Energy relative to the best compared isomer or geometry (same formula, charge and spin): 46.7 kcal/mol



ORCA calculation (ωB97M-V/def2-TZVPD) on one molecule with the formula C5H6N2O2.

The geometry in XYZ format:
```
15
Properties=species:S:1:pos:R:3:forces:R:3
O 2.15832 2.77900 -0.28807 -0.8 -2.0 0.6
N 1.80425 1.96108 0.58553 2.4 4.4 0.6
C 0.94375 0.99426 0.30149 -1.8 -3.5 -0.1
C 0.40123 0.37784 1.38508 -0.3 0.6 1.5
C -0.61397 -0.63183 1.34822 -0.2 -1.0 -1.0
C -1.10254 -1.28183 0.27669 -1.7 -1.0 -0.4
C -0.87568 -1.07916 -1.19032 0.1 -0.7 -2.0
O 0.46031 -0.61097 -1.46438 0.2 -0.1 0.3
N 0.62980 0.67363 -0.97857 1.1 3.4 -2.6
H 0.57710 0.82587 2.38659 0.5 -0.5 -0.9
H -1.07290 -1.05659 2.22569 0.4 0.6 0.7
H -1.94238 -2.00159 0.50231 1.0 0.7 -0.3
H -0.95033 -2.08304 -1.95763 -0.1 2.8 2.6
H -1.58839 -0.24616 -1.50786 0.6 -1.4 0.0
H 1.17141 1.37949 -1.62477 -1.4 -2.3 1.0
```
Forces are in eV/Å.

Output
- Kohn-Sham gap (spin up / spin down): 0.261 / 0.260 Eh
- E_tot: -12351.12625 eV
- Spin multiplicity: 1
- Lowest unoccupied orbital energy (spin up / spin down): -1.29 / -1.31 eV
- Energy relative to the best compared isomer or geometry (same formula, charge and spin): 149.8 kcal/mol



ORCA calculation (ωB97M-V/def2-TZVPD) on one molecule with the formula C5H6N2O2.

The geometry in XYZ format:
```
15
Properties=species:S:1:pos:R:3:forces:R:3
N 2.16212 -2.79100 0.13389 0.9 -0.1 0.3
C 0.96976 -2.39789 -0.34562 -1.3 -0.6 -0.4
O 0.20248 -3.13162 -0.95946 0.7 0.6 0.3
C 0.59768 -1.02322 -0.01844 -0.2 1.1 0.4
C 0.27547 0.09565 0.31413 0.5 -1.1 -0.5
C -0.11227 1.45877 0.65065 -0.3 -1.1 1.4
C -1.55307 1.80721 0.29565 1.1 5.5 -1.7
N -1.96432 1.66914 -0.96603 -1.3 0.8 0.5
O -1.98696 2.92243 0.71111 0.4 -1.5 2.0
H 2.49507 -3.72549 -0.06378 -0.2 0.2 0.0
H 2.74021 -2.18053 0.69400 -0.2 -0.1 -0.2
H -0.00252 1.63561 1.73119 0.1 -0.1 -0.3
H 0.55613 2.16999 0.14239 -0.6 -0.1 0.0
H -1.82076 0.76874 -1.40728 -0.6 0.4 -0.8
H -2.55902 2.72222 -0.91240 1.0 -3.9 -1.1
```
Forces are in eV/Å.

Output
- Kohn-Sham gap: 0.378 Eh
- E_tot: -12354.47321 eV
- Spin multiplicity: 1
- Lowest unoccupied orbital energy: 0.28 eV
- Energy relative to the best compared isomer or geometry (same formula, charge and spin): 72.6 kcal/mol



ORCA calculation (ωB97M-V/def2-TZVPD) on one molecule with the formula C5H6N2O3.

The geometry in XYZ format:
```
16
Properties=species:S:1:pos:R:3:forces:R:3
H 3.83160 0.85319 -0.19754 -1.9 -1.4 -2.5
N 3.01969 0.40975 -0.85941 1.5 0.2 0.9
C 2.15161 0.16691 0.00993 2.3 3.1 2.1
O 2.68206 0.65740 1.31961 -2.7 -1.4 -1.0
C 0.68705 -0.08504 -0.15371 -0.1 -0.9 -0.4
N 0.22051 -1.24369 -0.27212 0.3 0.0 0.3
C -1.20550 -1.37616 -0.49614 -0.2 -0.1 -0.2
C -1.99831 -0.23828 0.14336 -0.2 -0.1 0.2
C -1.39324 1.09509 -0.17149 -0.5 0.5 -0.2
O -1.95953 2.13740 -0.31898 0.2 -0.6 0.1
O -0.02292 1.08856 -0.27606 0.7 0.3 0.2
H 1.91827 0.85594 1.87813 0.2 0.0 0.4
H -1.53928 -2.33921 -0.09324 0.1 0.2 -0.1
H -1.37149 -1.40951 -1.58467 0.0 0.0 0.2
H -1.97277 -0.33756 1.24108 0.0 0.0 -0.2
H -3.04775 -0.23480 -0.16875 0.2 0.1 0.1
```
Forces are in eV/Å.

Output
- Kohn-Sham gap: 0.409 Eh
- E_tot: -14403.48540 eV
- Spin multiplicity: 1
- Lowest unoccupied orbital energy: 0.35 eV
- Energy relative to the best compared isomer or geometry (same formula, charge and spin): 32.9 kcal/mol



ORCA calculation (ωB97M-V/def2-TZVPD) on one molecule with the formula C5H6N2S.

The geometry in XYZ format:
```
14
Properties=species:S:1:pos:R:3:forces:R:3
C 0.21345 -1.39322 1.11760 -0.4 -3.4 0.9
C -1.32631 -0.37367 -1.05082 3.5 1.5 0.6
C -0.68012 0.25334 -2.01166 1.2 -0.2 0.6
C 1.44458 0.27977 -0.08533 -0.2 2.3 1.4
C 0.25742 -0.09027 0.82293 -0.9 3.8 -4.0
N 0.17971 -2.49548 1.41228 0.1 -1.3 0.4
N -0.36659 0.73070 1.70148 1.7 -0.7 0.1
S 1.02762 0.94340 -1.75337 -1.1 -0.4 0.0
H -2.27494 -0.77455 -1.17579 -1.7 -0.9 0.2
H -0.98681 0.33811 -3.06511 0.1 0.2 0.5
H 1.98944 1.16902 0.45864 -0.8 -1.7 -1.1
H 2.11842 -0.57044 -0.16731 -0.1 0.0 0.0
H -0.51036 1.68678 1.61744 0.2 1.8 -0.9
H -1.08552 0.29651 2.17901 -1.5 -0.9 1.2
```
Forces are in eV/Å.

Output
- Kohn-Sham gap (spin up / spin down): 0.276 / 0.275 Eh
- E_tot: -19093.08520 eV
- Spin multiplicity: 1
- Lowest unoccupied orbital energy (spin up / spin down): -0.65 / -0.65 eV
- Energy relative to the best compared isomer or geometry (same formula, charge and spin): 113.6 kcal/mol



ORCA calculation (ωB97M-V/def2-TZVPD) on one molecule with the formula C5H6N2S.

The geometry in XYZ format:
```
14
Properties=species:S:1:pos:R:3:forces:R:3
C -1.96119 0.51258 -0.64915 -1.0 1.1 -0.6
C 0.07178 1.39747 0.82403 1.1 -2.4 -4.5
C 1.31115 1.42984 0.30043 0.0 -0.9 1.4
C 0.28209 -0.40508 -1.46733 0.0 0.6 3.4
C -0.80127 -0.27324 -0.39400 1.3 2.3 2.2
N -2.85712 1.24376 -0.76104 0.7 -0.8 0.0
N -0.97712 -1.27226 0.56191 3.4 -3.4 -2.1
S 1.92610 0.07992 -0.75465 -0.5 1.1 0.6
H -0.67253 2.13706 0.84582 -0.8 1.0 1.1
H 2.12274 2.07809 0.72167 -0.7 -0.4 -0.7
H 0.50949 -1.45190 -1.63944 -0.6 0.0 -1.2
H -0.00244 0.35655 -2.14626 0.2 -0.1 -1.7
H -0.56002 -2.20308 0.15985 -1.3 2.2 1.4
H -1.86734 -1.41090 0.92766 -1.7 -0.1 0.5
```
Forces are in eV/Å.

Output
- Kohn-Sham gap: 0.302 Eh
- E_tot: -19093.20711 eV
- Spin multiplicity: 1
- Lowest unoccupied orbital energy: 0.09 eV
- Energy relative to the best compared isomer or geometry (same formula, charge and spin): 110.8 kcal/mol



ORCA calculation (ωB97M-V/def2-TZVPD) on one molecule with the formula C5H6N2S.

The geometry in XYZ format:
```
14
Properties=species:S:1:pos:R:3:forces:R:3
C -0.52265 0.84480 -2.56179 2.6 -4.9 5.3
C 0.06745 0.13354 -1.59265 -3.9 5.3 -5.8
C 0.41606 -0.16651 -0.20613 -3.0 0.3 0.7
N 0.05867 0.65938 0.77990 1.1 -1.3 -2.0
S -0.54841 2.24743 0.62833 0.7 -1.3 1.7
N 0.75907 -1.55493 -0.00250 0.1 2.5 1.7
C -0.13167 -2.71228 0.34126 1.5 2.1 1.4
C 0.78132 -1.94013 1.42544 -1.5 -1.6 -2.1
H -1.25477 1.06122 -3.39145 1.5 -0.3 1.2
H -0.65097 2.37834 -0.65011 -0.1 0.1 -1.8
H -1.23735 -2.75479 0.30520 0.9 0.6 0.1
H 0.44778 -3.50654 -0.06954 -0.5 -1.1 -0.1
H 0.41437 -1.33304 2.26880 -0.2 -0.2 -1.1
H 1.66828 -2.49184 1.60521 0.7 -0.4 0.6
```
Forces are in eV/Å.

Output
- Kohn-Sham gap: 0.310 Eh
- E_tot: -19091.67990 eV
- Spin multiplicity: 1
- Lowest unoccupied orbital energy: -0.08 eV
- Energy relative to the best compared isomer or geometry (same formula, charge and spin): 146.0 kcal/mol



ORCA calculation (ωB97M-V/def2-TZVPD) on one molecule with the formula C5H6N2S.

The geometry in XYZ format:
```
14
Properties=species:S:1:pos:R:3:forces:R:3
C -2.69296 -0.09292 0.55339 -1.0 0.9 3.2
C -1.38358 -0.07565 -0.12606 2.9 1.3 -0.6
N -0.80933 1.07955 -0.04995 -1.2 0.9 -0.6
N 0.26582 1.60725 -0.65085 5.0 -2.9 3.2
C 1.49403 1.11203 -0.13252 -2.3 3.7 -3.7
S 1.55250 -0.44960 0.72317 0.4 0.5 -0.8
C 0.70099 -1.36177 -0.56640 3.1 -1.6 -0.9
C -0.56317 -1.13627 -0.76062 -4.0 -0.7 -0.1
H -2.63876 -0.84493 1.39590 -0.7 -0.1 -1.4
H -2.60278 0.84982 1.29512 -0.7 -1.6 -2.2
H -3.66846 -0.06369 -0.07148 1.8 -0.3 1.1
H 2.42789 1.82030 -0.50837 -2.3 -2.4 1.2
H 1.25761 -2.17191 -1.27717 -1.2 2.0 2.2
H -1.14278 -1.87622 -1.30582 0.2 0.1 -0.7
```
Forces are in eV/Å.

Output
- Kohn-Sham gap: 0.329 Eh
- E_tot: -19093.20983 eV
- Spin multiplicity: 1
- Lowest unoccupied orbital energy: 0.36 eV
- Energy relative to the best compared isomer or geometry (same formula, charge and spin): 110.7 kcal/mol



ORCA calculation (ωB97M-V/def2-TZVPD) on a 2-piece molecular cluster, C5H6N3O3S overall.

The geometry in XYZ format:
```
18
Properties=species:S:1:pos:R:3:forces:R:3
C -2.42325 -0.02705 0.88143 -0.8 -0.2 -1.1
C -1.28676 1.71635 -1.03180 0.6 0.7 -1.0
C -0.61515 -1.46099 0.05897 1.6 -1.7 -0.5
C 1.58613 -2.05541 -0.58548 0.4 0.1 1.0
C 1.12085 1.76630 0.72769 1.7 -1.5 2.9
N -1.40334 -0.39113 0.37722 -1.5 2.1 1.4
N -0.79312 2.52202 -0.28059 0.2 1.2 0.5
N 0.61025 -1.14192 -0.11478 0.1 1.5 0.7
O -3.47407 0.43557 1.15729 0.7 -0.1 0.5
O -1.74320 1.42234 -2.06580 -0.7 -1.1 -0.2
O -0.03124 2.58259 0.82984 0.5 -0.1 0.7
S -1.37355 -2.96635 -0.09034 -0.2 -0.8 -0.1
H 1.58404 -2.97985 0.11997 0.8 1.3 -1.2
H 1.12663 -2.35406 -1.49307 0.3 -1.1 -1.5
H 2.57228 -1.43746 -0.82011 -1.7 -1.8 0.8
H 1.76950 1.68602 1.69484 -1.7 1.1 -1.0
H 1.87900 1.94754 0.01737 0.3 1.3 -1.6
H 0.89499 0.73548 0.61735 -0.8 -0.9 -0.5
```
Forces are in eV/Å.

Output
- Kohn-Sham gap: 0.270 Eh
- Charge: -1
- E_tot: -26727.86406 eV
- Spin multiplicity: 1
- Lowest unoccupied orbital energy: 3.38 eV
- Energy relative to the best compared isomer or geometry (same formula, charge and spin): 24.8 kcal/mol



ORCA calculation (ωB97M-V/def2-TZVPD) on C5H6N3O4 as an isolated structure.

The geometry in XYZ format:
```
18
Properties=species:S:1:pos:R:3:forces:R:3
C 0.26773 0.75513 0.19322 3.3 -3.3 1.7
C -0.96428 0.22597 -0.01820 -1.6 1.4 -0.3
C 2.25256 -1.25591 -0.26698 0.2 0.2 0.5
C 1.20091 -0.80552 0.83237 -1.7 3.4 -1.7
C -2.18293 0.88760 -0.56646 0.2 0.0 -0.1
N -1.07147 -1.05143 0.39550 1.0 -1.7 0.6
N 0.10114 -1.72323 0.79585 -0.6 0.1 -0.4
N 0.73729 2.01791 0.06036 -0.8 -1.4 0.1
O 1.79888 -2.18903 -0.96883 -0.4 -0.6 -0.4
O 3.33620 -0.69613 -0.30830 0.1 0.2 0.2
O -0.01261 2.83489 -0.51494 -1.7 1.3 -1.3
O 1.82034 2.34460 0.53338 2.5 0.3 1.3
H 1.58122 -0.54663 1.81273 0.1 0.1 0.0
H -2.11769 1.96060 -0.40964 0.0 -0.1 0.0
H -3.08015 0.48613 -0.10348 -0.3 0.0 0.1
H -2.22519 0.71536 -1.64157 -0.3 0.0 -0.2
H -1.87400 -1.62646 0.19459 0.1 0.0 0.0
H 0.43207 -2.33386 -0.01958 -0.2 0.1 0.3
```
Forces are in eV/Å.

Output
- Kohn-Sham gap (spin up / spin down): 0.195 / 0.238 Eh
- Charge: -1
- E_tot: -17936.91185 eV
- Spin multiplicity: 3
- Lowest unoccupied orbital energy (spin up / spin down): 3.26 / 1.28 eV
- Energy relative to the best compared isomer or geometry (same formula, charge and spin): 40.4 kcal/mol



ORCA calculation (ωB97M-V/def2-TZVPD) on C5H6N3S2 as an isolated structure.

The geometry in XYZ format:
```
16
Properties=species:S:1:pos:R:3:forces:R:3
C 2.89718 1.08213 -0.12860 0.2 0.1 -0.5
C 2.92151 -1.27820 0.03801 -1.8 2.8 -0.1
C 0.34692 0.03148 -0.28975 3.1 -0.7 1.0
C -1.78104 -2.02795 -0.21565 0.0 0.9 0.7
C -1.61908 2.14531 0.33688 1.4 -0.5 -0.1
N 3.36689 2.13210 -0.23045 -0.1 0.0 0.2
N 3.38475 -2.27512 0.32121 0.9 -2.1 0.2
N 2.28688 -0.09553 -0.12178 -2.4 0.1 -0.4
S 0.05813 -1.59088 -0.35695 -1.5 0.2 0.3
S 0.10152 1.65374 -0.12085 0.0 -0.2 -0.4
H -1.68342 -3.03103 -0.53824 -0.1 -1.0 -1.0
H -2.44228 -1.41789 -0.86354 0.6 -0.4 0.4
H -2.17389 -2.18700 0.82205 0.8 1.0 -0.6
H -1.33423 3.01832 0.87670 -0.1 0.5 0.9
H -2.06805 1.37886 0.89765 -0.5 -0.7 1.0
H -2.26181 2.46167 -0.42670 -0.5 0.1 -1.7
```
Forces are in eV/Å.

Output
- Kohn-Sham gap: 0.270 Eh
- Charge: +1
- E_tot: -31410.16196 eV
- Spin multiplicity: 1
- Lowest unoccupied orbital energy: -6.66 eV
- Energy relative to the best compared isomer or geometry (same formula, charge and spin): 121.1 kcal/mol